DFT (the ωB97M-V functional and the def2-TZVPD basis) results for a 2-piece molecular cluster, C4H15N3O overall at a distorted geometry.

XYZ file:
```
23
Properties=species:S:1:pos:R:3:nbo_charge:R:1
C 0.468 -1.247 -1.257 -0.226
C 0.701 -1.730 0.193 -0.435
C -0.100 -1.023 1.279 -0.228
N -1.188 2.439 1.651 -0.691
C -1.102 1.163 1.816 0.407
N -0.237 0.422 1.136 -0.539
N 0.876 -2.330 -2.225 -0.670
H 1.171 -0.431 -1.374 0.234
H -0.554 -1.012 -1.515 0.241
H 0.477 -2.803 0.228 0.241
H 1.721 -1.730 0.453 0.240
H -1.078 -1.464 1.477 0.234
H 0.428 -1.257 2.186 0.238
H -1.786 2.985 2.255 0.445
H -0.638 2.950 0.955 0.455
H -1.657 0.616 2.571 0.238
H 0.351 0.932 0.499 0.416
H 1.800 -2.706 -1.972 0.446
H 1.052 -1.953 -3.160 0.465
H 0.292 -3.167 -2.171 0.458
H -0.896 3.433 -1.443 0.498
H 0.068 4.424 -0.772 0.509
O -0.169 3.489 -0.809 -0.977
```

Properties
HOMO ... -17.81 eV
ΔE to the lowest compared entry with this formula, charge and spin ... 45.3 kJ/mol
Charge ... +2
LUMO ... -6.4385 eV
Total energy ... -400.3362 Eh
Frontier orbital gap ... 11.37 eV